16 unconnected molecules or ions with the total composition H30O19S at a distorted geometry. Source: the OMol25 dataset; level of theory: ωB97M-V/def2-TZVPD.

## Properties
F_max	6.1	eV/A
energy above the lowest of the compared OMol25 structures with the same formula, charge and spin	663.89	kJ/mol
net charge	-2
2S+1	1
Kohn-Sham gap	8.58	eV
E_tot	-50224.220	eV

Last column: Mulliken charge in e.
Element x y z (Å)
H 26.057 -38.834 -0.257  0.288
H 27.812 -44.397 -5.093  0.253
H 22.220 -41.792 -2.748  0.269
H 23.280 -40.355 0.529  0.312
H 25.453 -43.849 -0.412  0.315
H 25.361 -41.946 -7.489  0.370
O 26.660 -42.128 -3.313  -0.517
O 25.692 -38.131 -5.765  -0.658
H 25.013 -37.538 -2.248  0.388
H 23.725 -41.019 -7.014  0.320
H 24.960 -43.978 -5.203  0.395
H 27.860 -40.287 -5.587  0.363
O 22.413 -40.654 -4.534  -0.754
O 29.072 -42.190 -2.532  -0.759
O 25.426 -40.940 -7.133  -0.870
H 25.199 -35.976 -2.831  0.239
H 28.158 -39.842 -7.046  0.302
H 29.246 -42.844 -1.727  0.273
H 26.132 -38.738 -5.201  0.525
O 25.103 -40.516 -2.436  -0.029
H 25.984 -37.321 -5.620  0.261
H 22.069 -40.544 -6.504  0.329
O 26.719 -39.897 -4.205  -0.966
O 27.921 -37.588 -3.675  -0.703
O 22.464 -42.415 -2.135  -0.757
O 26.340 -39.680 -0.375  -0.668
H 26.995 -37.343 -3.198  0.563
H 22.858 -41.932 -1.289  0.391
H 23.234 -41.150 -4.588  0.358
H 25.832 -40.104 -1.084  0.509
O 25.551 -36.707 -2.407  -0.686
O 28.571 -40.201 -6.232  -0.743
O 23.467 -38.476 -2.426  -0.793
H 22.681 -38.841 -1.915  0.322
H 22.183 -39.691 -4.425  0.283
S 25.898 -40.924 -3.591  0.436
O 26.924 -44.264 -4.923  -0.727
H 24.500 -42.613 -5.263  0.411
O 24.278 -43.478 -5.642  -0.784
O 22.617 -40.840 -7.250  -0.747
H 25.376 -41.035 -6.220  0.612
H 27.379 -38.330 -3.612  0.091
H 28.215 -42.155 -2.994  0.360
O 23.643 -41.159 -0.120  -0.773
H 24.115 -39.185 -2.405  0.364
H 26.163 -43.030 -1.866  0.423
H 24.280 -40.886 -0.789  0.472
O 24.986 -41.314 -4.570  -0.532
H 26.826 -43.556 -4.254  0.437
O 26.211 -43.855 -1.269  -0.764

=====

16 unconnected molecules or ions with the total composition H31O16 at a distorted geometry. Source: the OMol25 dataset; level of theory: ωB97M-V/def2-TZVPD.

## Properties
F_max	2.5	eV/A
energy above the lowest of the compared OMol25 structures with the same formula, charge and spin	339.63	kJ/mol
net charge	-1
2S+1	1
Kohn-Sham gap	8.45	eV
E_tot	-33264.309	eV

Last column: Mulliken charge in e.
Element x y z (Å)
H -0.623 3.708 -4.691  0.286
H -2.601 -3.072 -3.010  0.324
H -4.835 0.252 -2.994  0.324
O -2.751 -2.533 -3.786  -0.626
H 2.946 1.190 -1.743  0.263
H -2.567 -3.121 -4.536  0.307
H -0.088 2.650 3.077  0.310
H -1.546 3.089 3.260  0.264
H 4.970 0.020 -0.097  0.305
O -1.519 4.885 0.183  -0.655
O -1.220 -2.445 5.205  -0.645
H -0.127 -5.024 -1.853  0.290
H 4.552 -2.304 3.494  0.281
H -0.697 -2.547 -0.437  0.347
H 1.983 3.522 -0.384  0.350
H -1.607 4.425 -3.925  0.303
O 4.378 -1.847 2.681  -0.627
O -0.995 2.443 2.807  -0.574
H 1.040 0.333 1.323  0.447
O 0.452 -0.625 1.692  -0.682
O 2.102 1.641 -1.713  -0.676
H -0.719 -2.013 4.516  0.335
H -2.933 -0.739 0.736  0.309
H -2.631 0.042 1.894  0.327
H 0.604 3.520 -0.931  0.307
H 0.019 -0.378 2.500  0.133
H 5.064 -1.281 0.745  0.335
H 0.683 -0.331 -1.407  0.323
H -0.865 4.288 -0.191  0.348
H 1.777 1.384 -0.817  0.416
O -0.831 -2.980 0.432  -0.659
O 5.583 -0.576 0.353  -0.640
O -5.366 -0.442 -3.391  -0.662
H 3.436 -1.657 2.642  0.331
O -0.709 4.031 -3.797  -0.574
H -0.193 -2.507 1.004  0.288
H -4.903 -1.272 -3.650  0.336
O 0.497 -5.401 -1.226  -0.640
H -0.020 -0.931 -0.092  0.261
O -0.113 -0.427 -0.896  -0.644
O -3.333 -0.588 1.581  -0.647
H 0.393 -4.782 -0.502  0.378
O 1.894 1.207 0.820  -0.903
H -1.200 5.788 0.110  0.295
H 2.624 0.612 0.595  0.088
H -1.332 -3.368 5.157  0.300
O 1.327 4.159 -0.739  -0.655

=====

16 unconnected molecules or ions with the total composition H32O16 at a distorted geometry. Source: the OMol25 dataset; level of theory: ωB97M-V/def2-TZVPD.

## Properties
F_max	3.9	eV/A
energy above the lowest of the compared OMol25 structures with the same formula, charge and spin	420.12	kJ/mol
2S+1	1
Kohn-Sham gap	10.18	eV
E_tot	-33280.580	eV

Last column: Mulliken charge in e.
Element x y z (Å)
H -1.676 4.336 0.253  0.250
H -1.899 -0.830 -2.507  0.230
H -3.552 0.801 1.098  0.283
H 0.999 0.184 0.220  -0.455
H -2.739 -0.146 0.348  0.288
H -0.370 -0.211 -0.132  -0.429
H -0.488 -3.182 -0.148  0.335
H 2.235 -0.295 3.656  0.259
O 1.179 -2.481 -1.478  -0.670
H 1.688 2.367 -0.321  0.369
H -0.989 -1.934 1.575  0.169
O -3.294 -2.190 -1.273  -0.665
O -1.033 -0.599 -2.137  -0.411
H 0.751 3.498 1.887  0.288
H 0.871 0.391 3.534  0.270
O 1.921 -0.100 -2.612  -0.770
O -1.149 1.541 2.374  -0.727
H 1.297 -1.638 -1.859  0.341
O -1.562 -1.658 0.838  -0.519
H 1.506 -2.400 0.546  0.347
O -1.194 3.547 0.521  -0.648
H 0.559 -2.932 -2.015  0.283
H 3.714 -0.134 -0.359  0.254
H 2.607 3.077 -1.433  0.221
O 0.091 0.477 0.376  1.830
O 1.545 -0.052 3.011  -0.592
O -3.254 0.646 0.232  -0.589
H -0.613 -0.271 -2.948  0.184
H -1.243 2.351 1.911  0.451
H -2.469 -2.104 -0.792  0.372
H 1.342 0.354 -3.273  0.336
H 3.235 -0.095 1.098  0.185
H -1.159 2.910 -0.180  0.383
H 1.439 2.181 2.095  0.287
O 1.369 -2.633 1.452  -0.710
O 2.109 2.285 -1.172  -0.632
H 1.885 0.619 -1.910  0.256
H -0.738 -4.411 -1.007  0.272
O 2.911 -0.173 0.205  -0.504
H 1.516 -1.820 1.912  0.301
H -0.618 1.023 1.750  0.104
H 0.277 2.053 -1.694  0.385
H -1.050 1.467 -1.511  0.359
O -0.638 2.280 -1.777  -0.874
O -0.898 -4.001 -0.210  -0.572
O 1.454 2.962 1.546  -0.673
H -3.498 -3.101 -0.999  0.304
H -2.375 -1.959 1.308  0.245

=====

> E_tot of number 3 (H32O16)?

-33280.580 eV